(1)
Below is C28H33Cl2HfN9O7S2 as an isolated structure at a distorted geometry, with properties calculated with the ωB97M-V functional and the def2-TZVPD basis.

Geometry as XYZ:
```
82
Properties=species:S:1:pos:R:3:mulliken_charge:R:1
Hf -0.247 -0.812 -0.719 1.23
N 2.533 -0.270 -4.495 -0.48
C 1.503 -0.361 -3.604 0.75
S 1.346 0.921 -2.463 -0.57
N 0.719 -1.384 -3.733 -1.45
N -0.338 -1.506 -2.842 1.01
C -1.197 -2.380 -3.253 -0.65
C -2.372 -2.858 -2.577 1.32
C -3.087 -3.899 -3.188 -0.92
C -4.180 -4.481 -2.590 -0.80
C -4.595 -4.007 -1.345 -0.50
C -3.924 -2.977 -0.728 -0.56
C -2.798 -2.376 -1.314 0.00
O -2.193 -1.381 -0.710 -0.21
H 3.244 0.408 -4.299 0.22
H 2.763 -1.077 -5.048 0.23
H -0.980 -2.830 -4.220 0.29
H -2.748 -4.262 -4.152 0.39
H -4.698 -5.297 -3.076 0.40
H -5.449 -4.457 -0.852 0.43
H -4.238 -2.615 0.244 0.45
N -1.678 0.979 -1.900 -0.13
C -1.296 2.170 -1.125 1.38
C -1.999 3.479 -1.528 -1.09
C -1.211 4.440 -2.440 -0.41
C 0.214 4.813 -1.979 -1.28
N 0.357 4.915 -0.535 0.08
C -0.266 5.791 0.232 0.90
N -0.255 5.636 1.554 -0.37
N -0.887 6.853 -0.321 -0.36
C -1.432 1.790 0.372 0.28
O -1.799 2.629 1.181 -0.82
O -1.079 0.578 0.619 -0.52
H -1.537 1.154 -2.889 0.33
H -2.658 0.776 -1.731 0.36
H -0.224 2.267 -1.255 -1.15
H -2.284 3.999 -0.612 0.36
H -2.926 3.217 -2.043 0.39
H -1.797 5.358 -2.537 0.41
H -1.129 4.006 -3.440 0.47
H 0.502 5.762 -2.441 0.40
H 0.922 4.062 -2.319 0.46
H 0.776 4.137 -0.021 0.02
H 0.057 4.733 1.900 0.16
H -0.855 6.192 2.135 0.24
H -0.687 7.068 -1.281 0.19
H -1.189 7.610 0.265 0.22
C 0.818 -1.978 6.511 -1.46
C 1.130 -1.135 5.305 0.97
C 2.426 -1.060 4.807 -0.87
C 2.705 -0.312 3.674 -0.52
C 1.677 0.370 3.042 -0.06
C 0.381 0.335 3.536 -0.15
C 0.121 -0.412 4.671 -0.67
S 2.042 1.116 1.480 0.68
O 3.447 1.434 1.465 -0.74
O 1.175 2.272 1.298 -0.54
N 1.632 0.069 0.328 -0.08
C 2.446 -0.957 -0.031 0.98
C 3.761 -1.226 0.402 -1.11
C 4.389 -2.354 -0.063 -0.56
C 3.736 -3.204 -0.959 -1.17
C 2.476 -2.855 -1.373 -0.27
N 1.844 -1.765 -0.930 0.54
H 1.680 -2.575 6.804 0.35
H -0.014 -2.650 6.300 0.29
H 0.531 -1.347 7.354 0.32
H 3.223 -1.595 5.307 0.34
H 3.711 -0.242 3.283 0.48
H -0.402 0.879 3.027 0.33
H -0.889 -0.456 5.060 0.40
H 4.247 -0.531 1.066 0.62
H 5.397 -2.583 0.261 0.43
H 4.204 -4.102 -1.335 0.43
H 1.924 -3.448 -2.092 0.46
Cl -1.348 -3.701 3.185 -0.16
C -0.707 -4.226 1.631 0.08
Cl -1.832 -5.327 0.827 -0.14
C -0.383 -3.022 0.711 0.30
O -0.133 -1.905 1.227 -0.48
O -0.317 -3.232 -0.511 -0.48
H 0.201 -4.788 1.830 0.33
```

The value obtained for the total energy is -105345.4344 eV. The value obtained for the molar mass is 921.16 g/mol. As for the multiplicity: 1. As for the energy above the lowest of the compared OMol25 structures with the same formula, charge and spin: 16.3 kcal/mol.

=====

(2)
Below is C28H33Cl2N6O4SSn as an isolated structure, with properties calculated with the ωB97M-V functional and the def2-TZVPD basis.

Geometry as XYZ:
```
75
Properties=species:S:1:pos:R:3:mulliken_charge:R:1
Sn 0.716 0.013 -0.569 2.04
O 1.601 -1.275 -3.093 -0.29
C 0.765 -1.127 -4.238 -0.82
C -0.697 -1.145 -3.835 0.78
C -1.704 -0.870 -4.769 -0.95
C -3.017 -0.906 -4.354 -0.44
C -3.298 -1.200 -3.018 -0.68
C -2.236 -1.478 -2.189 -0.19
N -0.968 -1.471 -2.582 -0.09
H 2.328 -0.639 -3.196 0.21
H 0.927 -1.936 -4.947 0.38
H 0.965 -0.192 -4.756 0.36
H -1.459 -0.595 -5.777 0.46
H -3.835 -0.691 -5.042 0.41
H -4.296 -1.223 -2.639 0.49
H -2.404 -1.692 -1.136 0.40
N -1.032 1.453 2.518 0.26
C -0.853 0.500 3.501 0.72
C -1.081 0.784 4.833 -0.74
C -0.950 -0.204 5.839 -0.75
C -0.604 -1.488 5.508 -0.96
C -0.374 -1.811 4.162 0.63
C -0.064 -3.122 3.767 -0.68
C 0.199 -3.399 2.455 -1.26
C 0.150 -2.344 1.535 -0.35
N -0.185 -1.112 1.853 0.72
C -0.476 -0.825 3.151 -0.31
H -1.305 2.365 2.869 0.35
H -0.323 1.508 1.806 -0.44
H -1.281 1.808 5.116 0.37
H -1.116 0.054 6.870 0.41
H -0.504 -2.253 6.246 0.44
H -0.049 -3.898 4.531 0.41
H 0.438 -4.415 2.140 0.45
H 0.376 -2.526 0.499 0.83
Cl 4.516 6.699 0.110 -0.21
C 3.566 5.243 0.164 -0.01
C 2.993 4.833 1.374 -0.61
C 2.278 3.663 1.490 0.34
Cl 1.642 3.286 3.053 -0.18
C 2.046 2.810 0.378 -0.19
O 1.334 1.746 0.499 -0.65
C 2.654 3.233 -0.849 0.92
C 2.553 2.455 -2.041 -0.29
O 1.984 1.356 -2.190 -0.54
C 3.420 4.434 -0.936 -1.03
H 3.126 5.436 2.254 0.50
H 3.068 2.865 -2.932 0.33
H 3.861 4.716 -1.881 0.44
C -4.925 2.042 -0.597 -1.23
N -3.664 1.346 -0.369 0.40
C -3.656 0.379 0.730 -0.90
C -2.545 1.697 -1.011 0.37
C -2.634 2.762 -2.065 -1.45
O -1.465 1.138 -0.795 -0.52
H -5.733 1.444 -0.156 0.40
H -5.150 2.132 -1.663 0.42
H -4.947 3.038 -0.138 0.33
H -4.054 0.833 1.643 0.50
H -2.639 0.050 0.946 -0.01
H -4.268 -0.474 0.437 0.38
H -3.457 3.461 -1.929 0.48
H -2.729 2.273 -3.039 0.25
H -1.681 3.304 -2.033 0.30
C 4.287 -5.068 0.299 -1.07
N 4.179 -3.647 0.473 -0.15
C 3.348 -2.848 -0.187 0.61
N 2.571 -3.403 -1.118 -0.20
S 3.338 -1.171 0.161 -0.46
H 5.111 -5.411 0.905 0.35
H 4.526 -5.328 -0.724 0.35
H 3.390 -5.618 0.603 0.31
H 4.714 -3.181 1.195 0.27
H 2.648 -4.372 -1.374 0.23
H 2.039 -2.804 -1.742 0.08
```

The value obtained for the total energy is -88411.5514 eV. The value obtained for the molar mass is 739.29 g/mol. As for the total charge: +1. As for the multiplicity: 1. As for the energy above the lowest of the compared OMol25 structures with the same formula, charge and spin: 0.0 kcal/mol.

=====

(3)
Below is C28H33ClFeN2O2 as an isolated structure at a distorted geometry, with properties calculated with the ωB97M-V functional and the def2-TZVPD basis.

Geometry as XYZ:
```
67
Properties=species:S:1:pos:R:3:lowdin_spin:R:1
Fe 0.039 0.643 -0.110 3.68
Cl -1.266 0.040 -1.809 0.11
N 1.746 -0.053 -1.567 0.06
N -2.034 0.624 1.061 0.05
C 2.743 0.794 -1.750 0.01
C -2.584 1.788 1.291 0.00
C 2.111 -1.334 -2.235 0.01
C 3.615 -1.094 -2.533 0.00
C 1.302 -1.461 -3.526 0.00
C 1.826 -2.516 -1.311 0.00
H 1.574 -0.629 -4.175 0.00
H 0.245 -1.387 -3.279 0.00
H 1.531 -2.427 -3.971 0.00
H 2.151 -2.312 -0.290 0.00
H 2.345 -3.393 -1.706 0.00
H 0.758 -2.751 -1.304 0.00
C -3.035 -0.435 1.480 0.00
C -4.281 0.428 1.767 0.00
C -2.433 -1.121 2.716 0.00
C -3.253 -1.456 0.366 0.00
H -3.487 -0.949 -0.572 0.00
H -4.057 -2.121 0.684 0.00
H -2.359 -2.063 0.224 0.00
H -2.512 -0.436 3.544 0.00
H -1.403 -1.355 2.510 0.00
H -2.985 -2.029 2.873 0.00
O -3.860 1.827 1.699 0.00
H -4.666 0.267 2.786 0.00
H -5.035 0.299 0.976 0.00
O 3.858 0.333 -2.325 0.00
H 3.909 -1.344 -3.572 0.00
H 4.225 -1.597 -1.761 0.00
C 2.561 2.226 -1.300 0.01
C -1.776 3.051 1.081 0.00
C -1.107 3.083 -0.272 0.02
H -0.999 3.001 1.866 0.00
H -2.433 3.905 1.195 0.00
C 0.082 2.495 -0.633 0.11
C 1.123 2.682 -1.489 0.02
H 0.828 0.610 1.387 0.03
C 0.567 3.228 -2.634 0.01
C -0.784 3.583 -2.563 0.00
C 1.395 3.295 -3.830 0.00
C -1.621 3.609 -1.440 0.01
H -1.202 3.994 -3.450 0.00
C -3.009 4.067 -1.418 0.00
H -3.229 4.456 -2.414 0.00
H -3.132 4.858 -0.656 0.00
H -3.697 3.233 -1.157 0.00
H 2.349 3.811 -3.611 0.00
H 0.827 3.845 -4.587 0.00
H 1.641 2.275 -4.201 0.00
H 3.246 2.839 -1.886 0.00
H 2.825 2.243 -0.219 0.00
C 0.617 -0.589 1.171 0.17
C 0.919 -1.530 1.921 0.15
C 1.326 -2.554 2.846 0.10
C 2.490 -2.425 3.644 0.10
C 2.850 -3.422 4.556 0.02
C 2.047 -4.573 4.676 0.16
C 0.903 -4.730 3.879 0.02
C 0.554 -3.731 2.966 0.10
H 3.087 -1.521 3.529 0.01
H 3.751 -3.294 5.170 0.00
H 2.319 -5.351 5.402 0.01
H 0.275 -5.623 3.963 0.00
H -0.321 -3.827 2.325 0.01
```

The value obtained for the total energy is -83552.2280 eV. The value obtained for the molar mass is 520.88 g/mol. As for the total charge: -1. As for the multiplicity: 6. Its expectation value of S² is 8.8371.